No. 1
DFT (the ωB97M-V functional and the def2-TZVPD basis) results for a molecular structure, C52H35Cl4CoN7O2.

The geometry in XYZ format:
```
101
Properties=species:S:1:pos:R:3:forces:R:3:mulliken_spin:R:1
Co 0.0994 -0.1044 0.0307 -0.44 0.28 -0.41 -0.010
Cl 9.3376 1.4881 0.1430 0.10 0.02 -0.01 0.000
C 7.6413 1.0718 0.0815 -0.16 -0.02 -0.01 0.001
C 7.2694 -0.2602 0.0695 0.11 0.02 -0.05 0.000
C 5.9213 -0.5862 0.0287 -0.07 0.04 0.13 0.006
C 4.9411 0.4042 0.0122 0.23 0.06 0.05 -0.007
C 5.3501 1.7420 0.0234 -0.12 -0.07 -0.07 -0.005
C 6.6919 2.0808 0.0520 0.09 -0.01 -0.02 0.005
C 3.4899 0.1087 0.0297 -0.36 -0.33 -0.27 -0.019
C 2.9132 -0.5785 -1.0225 0.00 0.67 0.42 0.078
C 3.6547 -1.2647 -2.0388 -0.08 -0.29 -0.51 -0.063
C 2.7469 -1.9126 -2.8066 0.60 0.04 0.07 0.061
C 1.4460 -1.5601 -2.3027 -0.75 -0.21 0.13 -0.079
C 0.2444 -2.0249 -2.8302 0.46 0.28 0.36 0.101
C 0.2578 -2.9780 -3.9532 -0.02 -0.16 -0.16 0.017
C -0.4323 -4.1940 -3.8556 0.09 0.11 0.05 0.030
C -0.4728 -5.0950 -4.9046 0.03 -0.03 -0.07 -0.007
C 0.1863 -4.7866 -6.0843 0.02 0.04 0.07 0.020
Cl 0.1100 -5.9015 -7.4304 0.02 -0.04 -0.03 0.002
C 0.8957 -3.6066 -6.2139 0.01 -0.06 -0.04 -0.013
C 0.9267 -2.7143 -5.1527 -0.16 0.05 0.04 0.030
C -1.0154 -1.5752 -2.3556 -0.35 0.09 -0.16 0.029
N -1.2302 -0.7249 -1.3058 -0.11 0.02 0.03 0.015
C -2.5732 -0.4351 -1.3099 -0.05 -0.40 -0.32 0.084
C -3.2513 0.3800 -0.3752 0.48 0.30 0.73 0.025
C -4.6449 0.7625 -0.6778 -0.30 0.09 -0.06 0.000
C -5.6976 0.5134 0.2071 0.14 -0.14 -0.11 0.012
C -6.9977 0.8954 -0.0852 -0.09 0.03 -0.07 -0.005
C -7.2596 1.5293 -1.2864 0.11 -0.03 0.06 0.007
Cl -8.8976 1.9980 -1.6714 -0.08 0.03 -0.02 0.001
C -6.2429 1.7955 -2.1887 -0.07 -0.01 -0.02 0.001
C -4.9502 1.4109 -1.8800 0.07 0.03 0.15 0.013
C -2.6577 0.8519 0.7795 -0.08 -0.29 -0.90 -0.008
C -3.3263 1.6975 1.7268 0.15 0.31 0.62 -0.004
C -2.4493 1.9364 2.7237 -0.68 0.04 -0.14 -0.008
C -1.2239 1.2625 2.3844 0.96 0.03 0.02 0.003
N -1.3623 0.6223 1.1856 0.13 0.20 -0.10 0.077
C -0.0491 1.3893 3.1268 -0.71 -0.12 -0.50 0.025
C 1.2048 1.0153 2.5958 0.27 -0.29 0.03 0.075
C 2.4487 1.1725 3.2788 -0.11 0.01 0.10 0.069
C 3.4302 0.9094 2.3732 -0.01 0.04 -0.08 0.037
C 2.7782 0.5367 1.1619 0.10 -0.03 0.29 0.099
N 1.4238 0.5523 1.3364 0.10 0.11 0.01 -0.016
C -0.1091 2.1240 4.4049 0.01 0.15 0.33 0.023
C 0.7143 3.2337 4.6452 -0.12 -0.06 -0.14 0.019
C 0.6459 3.9550 5.8243 -0.03 0.06 0.07 -0.003
C -0.2788 3.5919 6.7897 0.03 -0.11 -0.15 0.010
Cl -0.3902 4.5111 8.2705 -0.01 0.04 0.09 0.001
C -1.1177 2.5112 6.5879 -0.06 0.09 0.11 -0.006
C -1.0204 1.7834 5.4127 0.16 -0.10 -0.10 0.022
C -3.2131 -1.1084 -2.3755 -0.02 0.11 0.19 0.044
C -2.2403 -1.8192 -3.0320 0.28 -0.08 -0.07 0.127
N 1.5704 -0.7458 -1.2204 -0.11 -0.03 0.20 0.089
H 8.0288 -1.0304 0.1009 -0.01 -0.01 0.00 0.000
H 5.6231 -1.6268 0.0450 -0.02 0.00 0.01 0.000
H 4.5921 2.5178 0.0033 0.01 0.03 0.02 -0.004
H 7.0001 3.1176 0.0459 -0.01 0.00 0.02 0.001
H 4.7275 -1.2754 -2.1370 -0.03 0.01 -0.02 -0.007
H 2.9448 -2.5800 -3.6284 0.01 0.02 0.00 0.007
H -0.9383 -4.4247 -2.9269 -0.02 0.00 0.00 -0.005
H -1.0008 -6.0347 -4.8095 -0.02 0.01 -0.01 0.000
H 1.4079 -3.3779 -7.1391 -0.02 -0.01 -0.01 -0.001
H 1.4536 -1.7760 -5.2673 -0.02 0.01 0.02 0.003
H -5.4908 -0.0089 1.1319 0.02 0.00 0.02 0.003
H -7.8060 0.6915 0.6043 0.01 -0.01 0.01 0.000
H -6.4618 2.3054 -3.1173 0.00 0.01 0.00 0.001
H -4.1451 1.6389 -2.5654 0.02 -0.03 -0.03 -0.007
H -4.3213 2.0949 1.6290 -0.03 0.00 -0.02 0.001
H -2.6088 2.5598 3.5851 0.04 0.04 0.05 -0.001
H 2.5691 1.4231 4.3190 -0.02 0.10 0.01 0.002
H 4.4949 0.9500 2.5317 0.02 -0.04 -0.02 0.000
H 1.3908 3.5570 3.8660 0.07 -0.04 -0.01 -0.004
H 1.2881 4.8108 5.9850 -0.01 0.01 -0.01 0.000
H -1.8464 2.2456 7.3429 0.04 -0.03 0.01 0.000
H -1.6666 0.9264 5.2739 0.01 -0.03 -0.06 0.003
H -4.2673 -1.0835 -2.5973 -0.01 0.04 0.00 0.002
H -2.3564 -2.4033 -3.9288 0.00 -0.08 0.00 0.007
C -1.6666 -2.0385 2.3394 0.05 -0.09 -0.03 -0.002
C -0.5023 -2.6432 1.5423 -0.28 0.03 0.03 0.005
C 0.5183 -3.2333 2.5333 -0.11 0.09 -0.06 0.000
C -1.0615 -3.7641 0.6444 -0.03 0.10 0.05 0.002
O 0.1967 -1.7566 0.7481 0.65 -0.87 0.29 -0.002
H -2.1054 -2.8033 2.9881 -0.04 -0.01 0.01 0.001
H -2.4368 -1.6637 1.6617 0.00 -0.03 0.06 0.002
H -1.3136 -1.2106 2.9563 -0.02 -0.08 0.03 -0.003
H 0.0894 -4.0500 3.1245 0.03 0.00 0.01 0.000
H 0.8608 -2.4413 3.2031 0.01 -0.01 0.02 0.000
H 1.3829 -3.5950 1.9746 -0.01 -0.06 0.00 0.000
H -1.5011 -4.5747 1.2358 -0.02 -0.03 -0.04 0.000
H -0.2584 -4.1614 0.0199 0.03 -0.02 0.03 -0.001
H -1.8276 -3.3466 -0.0150 0.01 -0.02 -0.02 -0.001
N -0.9619 2.1075 -2.5936 -0.04 0.04 0.04 0.001
C -0.0149 2.4350 -1.6720 -0.06 -0.32 -0.09 0.003
O 0.3134 1.6394 -0.7692 0.14 0.77 -0.02 -0.011
C 0.5976 3.7193 -1.7672 0.07 0.07 0.02 0.002
C 0.2000 4.6375 -2.7513 -0.10 0.17 -0.11 0.000
N -0.1615 5.3785 -3.5669 0.01 -0.08 -0.03 0.000
C 1.6479 4.0712 -0.8954 0.17 -0.04 0.11 -0.001
N 2.5288 4.3742 -0.2087 -0.04 -0.02 -0.02 0.000
H -1.2974 1.1583 -2.5965 0.02 -0.06 -0.01 0.000
H -1.0744 2.6831 -3.4091 -0.02 -0.02 0.00 0.000
```
Forces are in eV/Å.

Values from the calculation:
Lowest unoccupied orbital energy (alpha / beta), eV: 3.611 / 3.576
2S+1: 2
Total charge: -2

No. 2
DFT (the ωB97M-V functional and the def2-TZVPD basis) results for a molecular structure, C52H36BrCoF4N8O2Te.

The geometry in XYZ format:
```
105
Properties=species:S:1:pos:R:3:forces:R:3:mulliken_spin:R:1
Co 1.1602 -0.2939 -0.1029 -0.11 -0.14 0.12 2.766
Br 5.9643 5.9240 3.4333 0.00 0.00 -0.02 0.007
C 5.6118 5.7914 1.5905 0.01 0.00 0.01 0.048
C 4.2945 5.6796 1.1577 0.00 0.00 0.01 -0.024
C 4.0298 5.5636 -0.1920 0.01 -0.03 -0.04 0.040
C 5.0882 5.5669 -1.1027 -0.05 -0.06 0.19 0.020
C 6.3984 5.7431 -0.6653 0.00 -0.01 -0.06 0.043
C 6.6663 5.8294 0.6876 0.00 0.01 0.04 -0.021
N 4.9112 5.4632 -2.4989 -0.02 0.04 -0.18 0.117
N 3.9204 4.9322 -2.9975 0.13 -0.03 0.00 0.136
C 3.0899 3.9601 -2.5646 -0.11 -0.05 0.06 0.234
C 1.7296 4.0661 -2.9572 0.04 0.01 0.00 -0.002
C 0.7826 3.1843 -2.5344 -0.04 0.02 -0.03 0.114
C 1.1476 2.0672 -1.7262 -0.04 0.00 -0.05 0.071
O 0.3171 1.2388 -1.2824 0.02 -0.15 0.14 0.190
C 2.5697 1.8753 -1.4388 0.10 -0.06 -0.04 0.038
N 2.8600 0.7472 -0.7662 0.10 0.19 0.23 0.093
C 4.1197 0.4703 -0.4829 -0.08 -0.04 -0.12 -0.005
C 5.1690 1.2859 -0.9186 0.04 -0.02 -0.01 -0.010
C 4.8840 2.4359 -1.6081 0.03 0.05 0.01 0.043
C 3.5438 2.7779 -1.8572 -0.05 0.05 -0.07 -0.013
H 3.4884 5.6931 1.8773 0.00 0.00 0.00 -0.001
H 3.0055 5.5003 -0.5349 0.00 0.00 0.01 0.000
H 7.1939 5.7943 -1.3970 0.00 0.00 0.00 -0.001
H 7.6811 5.9403 1.0420 0.00 0.00 0.00 0.000
H 1.4614 4.9125 -3.5762 0.00 0.00 0.00 -0.005
H -0.2580 3.2981 -2.8041 0.00 0.01 0.01 0.000
H 4.3132 -0.4409 0.0663 -0.01 0.03 0.05 -0.004
H 6.1875 0.9801 -0.7286 0.00 -0.01 0.00 0.001
H 5.6872 3.0588 -1.9745 0.02 0.03 0.00 0.011
C -5.5268 -0.6787 6.4484 0.01 0.00 -0.01 0.000
C -4.7468 -0.4423 5.1871 -0.02 0.03 0.01 0.000
C -4.5864 0.8382 4.6734 0.00 -0.04 -0.01 0.000
C -3.8501 1.0817 3.5211 0.07 0.04 0.03 -0.004
C -3.7054 2.5130 3.0624 -0.01 -0.03 -0.02 0.000
C -3.2645 -0.0150 2.8727 -0.06 0.03 -0.09 0.014
Te -2.2406 0.4102 1.0703 -0.09 0.02 0.25 0.017
N -0.4164 -0.2835 1.2804 0.25 0.17 -0.38 -0.010
C 0.4570 -0.0588 2.2853 -0.17 -0.10 0.11 -0.002
O 1.6627 -0.0276 1.9659 -0.02 0.03 0.01 0.049
C 0.0428 0.0265 3.7142 -0.03 0.01 0.01 0.008
C -0.4701 1.2000 4.2479 0.02 0.05 -0.04 0.002
C -0.8834 1.2382 5.5714 -0.02 -0.01 -0.01 -0.002
C -0.7886 0.0999 6.3572 0.01 -0.01 0.02 0.003
C -0.2571 -1.0698 5.8283 0.01 0.01 0.01 -0.002
C 0.1693 -1.1072 4.5105 -0.07 0.00 -0.04 0.004
C -3.1737 -0.9616 -0.2561 -0.08 -0.06 0.01 -0.003
C -4.4728 -0.5537 -0.6001 0.03 0.06 0.05 0.000
C -5.1951 0.6337 -0.0117 -0.04 -0.01 0.02 0.001
C -5.1901 -1.2991 -1.5278 0.04 -0.03 -0.04 0.000
C -4.6572 -2.4280 -2.1268 -0.01 0.03 0.02 0.000
C -5.4286 -3.2241 -3.1386 -0.01 0.00 0.01 0.000
C -3.3765 -2.8110 -1.7535 0.02 -0.03 0.01 -0.001
C -2.6092 -2.1111 -0.8302 -0.01 -0.07 -0.01 -0.011
C -1.2363 -2.6694 -0.5664 0.00 0.11 -0.04 0.006
C -3.3967 -1.3173 3.3670 0.06 -0.02 -0.05 -0.005
C -2.7701 -2.5113 2.7035 -0.03 0.02 0.04 0.000
C -4.1408 -1.5010 4.5237 0.01 -0.02 0.00 0.000
H -6.1139 0.1958 6.7227 0.00 0.00 0.00 0.000
H -4.8518 -0.9054 7.2760 0.00 0.00 0.00 0.000
H -6.2013 -1.5273 6.3362 0.00 0.00 0.01 0.000
H -5.0384 1.6760 5.1919 0.00 0.00 -0.01 0.000
H -4.0368 3.1873 3.8494 -0.01 0.00 0.00 0.000
H -4.3141 2.7300 2.1819 0.00 -0.01 -0.02 0.000
H -2.6737 2.7770 2.8241 0.01 -0.02 0.01 0.000
H -0.5293 2.0950 3.6376 0.00 0.00 -0.02 -0.001
H -1.2780 2.1563 5.9868 0.00 0.00 0.01 0.000
H -1.1142 0.1266 7.3888 0.00 0.00 0.00 0.000
H -0.1657 -1.9522 6.4475 0.00 0.00 0.00 0.000
H 0.5958 -2.0113 4.0935 0.00 -0.01 0.01 0.000
H -4.5821 1.2964 0.5955 0.03 0.06 -0.01 0.000
H -6.0098 0.2939 0.6294 0.01 0.01 0.02 0.000
H -5.6258 1.2451 -0.8046 0.00 -0.02 0.00 0.000
H -6.1928 -0.9777 -1.7866 0.00 0.01 0.00 0.000
H -6.3838 -2.7564 -3.3692 0.00 0.00 0.00 0.000
H -5.6227 -4.2313 -2.7671 0.00 0.00 0.00 0.000
H -4.8616 -3.3220 -4.0649 0.00 0.00 0.00 0.000
H -2.9443 -3.7006 -2.1992 0.01 0.01 0.00 0.000
H -1.2762 -3.7572 -0.6060 0.03 0.00 0.01 -0.002
H -0.8084 -2.3782 0.3826 -0.02 -0.02 0.08 0.016
H -0.5501 -2.3514 -1.3546 0.00 0.00 0.01 0.017
H -1.8197 -2.2577 2.2403 0.06 -0.03 -0.02 -0.002
H -3.4276 -2.9229 1.9344 0.01 0.02 -0.02 0.000
H -2.5803 -3.2937 3.4368 -0.02 -0.01 0.00 0.000
H -4.2428 -2.5057 4.9193 0.00 0.00 0.00 0.000
F 5.0281 -4.1266 -4.0415 -0.04 0.01 -0.01 -0.004
C 3.7863 -3.7734 -4.3738 0.03 0.00 0.03 -0.044
C 3.2922 -4.1849 -5.5873 0.01 -0.01 -0.03 0.097
F 4.0856 -4.9107 -6.3658 -0.02 0.03 0.03 0.010
C 1.9739 -3.8982 -6.0092 0.02 0.02 0.04 -0.059
C 1.2160 -3.1373 -5.0927 -0.03 0.00 -0.02 0.101
C 1.7263 -2.7252 -3.8911 0.00 0.02 0.01 -0.041
F 0.9483 -1.9388 -3.1165 0.01 -0.01 -0.04 0.003
C 3.0211 -3.0348 -3.4626 0.04 -0.03 -0.05 0.116
C 3.5277 -2.6123 -2.1756 0.00 0.04 0.09 0.042
C 2.6748 -2.3708 -1.1240 -0.02 -0.13 0.13 -0.005
N 1.9795 -2.1578 -0.2041 0.04 0.11 -0.29 0.057
C 4.8896 -2.2937 -1.9310 0.03 0.02 -0.16 -0.004
N 5.9638 -1.9343 -1.7118 -0.01 -0.03 0.07 0.020
F -0.0245 -2.7597 -5.3988 0.02 -0.01 0.00 0.009
C 1.4524 -4.3387 -7.2581 0.00 0.01 -0.04 0.398
C 2.2334 -5.0062 -8.2356 0.02 0.00 -0.01 -0.036
N 2.8151 -5.5399 -9.0750 -0.01 0.00 0.00 0.199
C 0.0965 -4.1533 -7.6334 -0.04 -0.02 0.07 -0.036
N -1.0042 -4.0477 -7.9577 0.01 0.02 -0.03 0.194
```
Forces are in eV/Å.

Values from the calculation:
Lowest unoccupied orbital energy (alpha / beta), eV: -3.995 / -5.159
2S+1: 6
Total charge: +1
ΔE to the lowest compared entry with this formula, charge and spin, kJ/mol: 8.6

Number 1: energy -5760.07514 Ha, F_max 1.119 eV/Å. Number 2: energy -7215.60308 Ha, F_max 0.485 eV/Å.